A single C25H28N2O9S molecule at a distorted geometry. Source: OMol25; level of theory: the ωB97M-V functional and the def2-TZVPD basis.

Cartesian coordinates (Å):
1 C 5.21205 3.30432 1.40155
2 H 5.13447 3.25631 2.48643
3 O 5.31550 1.96556 0.95378
4 C 5.68092 1.82199 -0.39133
5 C 4.61292 2.28720 -1.40509
6 N 3.30208 1.74590 -1.16598
7 C 2.32232 2.46926 -0.57593
8 O 2.43476 3.60809 -0.17609
9 C 1.06620 1.60344 -0.56568
10 O 0.00889 1.91394 -0.06411
11 C 1.43839 0.36422 -1.23294
12 C 0.65754 -0.73262 -1.39488
13 O 1.12692 -1.92076 -1.80002
14 H 2.09850 -1.92848 -1.83817
15 C -0.79537 -0.73746 -1.15032
16 C -1.35608 -1.78516 -0.42379
17 C -2.72119 -1.81756 -0.19915
18 C -3.51470 -0.81373 -0.71751
19 C -2.97613 0.21913 -1.46165
20 C -1.61259 0.26048 -1.67934
21 H -1.17937 1.05544 -2.26448
22 H -3.63437 0.97314 -1.86093
23 S -5.28737 -0.84123 -0.46109
24 O -5.94498 -0.83717 -1.73455
25 O -5.59612 -1.90524 0.45642
26 N -5.49768 0.67771 0.21687
27 C -5.15331 0.74813 1.62333
28 H -4.29047 0.10228 1.78845
29 C -6.33022 0.30648 2.50020
30 H -6.12280 0.49876 3.55415
31 O -7.49704 1.03861 2.19038
32 C -7.86056 0.86838 0.83749
33 H -8.77254 1.44968 0.69193
34 C -6.74475 1.35150 -0.09145
35 H -6.98368 1.12881 -1.13073
36 H -6.58506 2.42688 0.03576
37 H -8.06016 -0.19417 0.63124
38 H -6.50547 -0.76685 2.34357
39 H -4.88040 1.78388 1.84890
40 H -3.18583 -2.60878 0.36808
41 H -0.71753 -2.56176 -0.03180
42 C 2.91820 0.40789 -1.56100
43 C 3.68638 -0.66034 -0.81007
44 C 4.33511 -1.68820 -1.47686
45 C 5.02309 -2.65734 -0.76186
46 C 5.08596 -2.59155 0.61844
47 C 4.43890 -1.53836 1.29723
48 C 3.72382 -0.59973 0.58076
49 H 3.21686 0.20908 1.08041
50 O 4.59381 -1.54714 2.65465
51 C 4.17351 -0.40308 3.36685
52 H 4.53794 -0.53922 4.38363
53 H 3.08255 -0.32354 3.38064
54 H 4.60428 0.50296 2.93291
55 O 5.77491 -3.52684 1.31164
56 H 5.72882 -3.29981 2.25130
57 H 5.53303 -3.46249 -1.26449
58 H 4.32860 -1.73119 -2.55727
59 H 3.09061 0.28763 -2.64306
60 H 4.94808 2.00524 -2.40784
61 H 4.50751 3.37454 -1.35152
62 H 5.87989 0.75534 -0.52085
63 H 6.60407 2.38407 -0.60245
64 H 6.10562 3.87575 1.12730
65 H 4.32223 3.79813 1.00053

Properties
Lowest unoccupied orbital energy (eV): -0.612
Frontier orbital gap (eV): 8.142
Energy above the lowest of the compared OMol25 structures with the same formula, charge and spin (eV): 0.000
Total charge: 0
Structure (SMILES): COCCN1C(=O)C(=O)/C(=C(/O)c2ccc(S(=O)(=O)N3CCOCC3)cc2)[C@@H]1c1ccc(O)c(OC)c1
HOMO (eV): -8.75

A molecular structure, C25H28N5Pt. Source: OMol25; level of theory: the ωB97M-V functional and the def2-TZVPD basis.

Cartesian coordinates (Å):
1 Pt 0.21427 0.16893 0.43615
2 C -3.30595 -1.25076 6.16563
3 C -2.98528 -1.02650 4.71254
4 C -3.81760 -0.28711 3.87828
5 C -3.47755 -0.02856 2.56569
6 C -2.29234 -0.51405 1.97694
7 N -1.89309 -0.19410 0.71851
8 C -2.77891 0.09457 -0.27601
9 C -3.95039 -0.66426 -0.47562
10 C -4.80294 -0.46178 -1.54030
11 C -4.52866 0.49802 -2.51112
12 C -5.41194 0.68899 -3.71408
13 C -3.38330 1.25987 -2.33674
14 C -2.54478 1.10597 -1.23794
15 N -1.50730 2.08319 -1.09627
16 C -1.57462 3.36233 -1.54101
17 C -0.40050 3.99189 -1.21449
18 C 0.35502 3.02116 -0.53947
19 N -0.31856 1.88475 -0.48408
20 C -1.48087 -1.31093 2.82201
21 C -1.81224 -1.51659 4.15487
22 N -0.31510 -1.99510 2.34766
23 C 0.11682 -3.19982 2.79429
24 C 1.27423 -3.51426 2.13134
25 C 1.49154 -2.44022 1.25326
26 N 0.52856 -1.54021 1.38770
27 H -4.36405 -1.07306 6.36314
28 H -2.73503 -0.58022 6.81393
29 H -3.07709 -2.27289 6.47423
30 H -4.74198 0.12211 4.27365
31 H -4.12662 0.58692 1.95582
32 H -4.15881 -1.44834 0.24202
33 H -5.68520 -1.08599 -1.64019
34 H -6.37150 0.18955 -3.57355
35 H -4.95837 0.27821 -4.62013
36 H -5.61287 1.74582 -3.90266
37 H -3.12926 1.99646 -3.08988
38 H -2.47081 3.74036 -1.99879
39 H -0.13442 5.01522 -1.41110
40 H 1.32407 3.02043 -0.05863
41 H -1.12525 -2.07464 4.78026
42 H -0.45614 -3.74991 3.51838
43 H 1.87200 -4.40052 2.24748
44 H 2.26153 -2.25518 0.52697
45 C 4.09801 1.74477 -0.83662
46 C 3.02386 0.64351 -0.96741
47 C 3.79349 -0.67601 -1.24436
48 C 2.21388 0.93085 -2.23750
49 C 2.18260 0.54683 0.29085
50 H 4.75630 1.78969 -1.71620
51 H 4.71492 1.55586 0.04555
52 H 3.62727 2.72051 -0.70173
53 H 4.48110 -0.59817 -2.10043
54 H 3.08181 -1.47777 -1.45925
55 H 4.37312 -0.95827 -0.36102
56 H 2.86540 0.92282 -3.11948
57 H 1.72409 1.90444 -2.19695
58 H 1.43502 0.17563 -2.36842
59 H 2.75975 0.13535 1.12981

Properties
Lowest unoccupied orbital energy (spin up / spin down) (eV): 2.793 / 2.793
Frontier orbital gap (spin up / spin down) (eV): 3.555 / 3.558
Energy above the lowest of the compared OMol25 structures with the same formula, charge and spin (eV): 0.602
Total charge: -1
HOMO (spin up / spin down) (eV): -0.76 / -0.76

A molecular structure, C25H29AsN3S2Zn. Source: OMol25; level of theory: the ωB97M-V functional and the def2-TZVPD basis.

Cartesian coordinates (Å):
1 Zn 0.19042 -0.32391 -0.80619
2 S -1.65660 -4.27015 -2.39656
3 C -1.83631 -4.56883 -0.70437
4 C -2.44963 -5.65209 -0.08395
5 C -2.43429 -5.70366 1.29311
6 C -1.80646 -4.69835 2.03590
7 C -1.20305 -3.62571 1.41692
8 C -1.22853 -3.54207 0.02444
9 N -0.66611 -2.54060 -0.75824
10 C -0.80097 -2.81810 -2.02651
11 C -0.23926 -1.96977 -3.08990
12 C -0.27485 -2.38813 -4.41608
13 C 0.30431 -1.60163 -5.39631
14 C 0.91897 -0.41010 -5.04542
15 C 0.93825 0.00089 -3.71863
16 C 0.35731 -0.76103 -2.71110
17 H -2.91586 -6.43280 -0.66394
18 H -2.89816 -6.53405 1.80156
19 H -1.78756 -4.76918 3.11304
20 H -0.70777 -2.86897 2.00881
21 H -0.73580 -3.32648 -4.69389
22 H 0.28447 -1.92226 -6.42621
23 H 1.38429 0.19733 -5.80727
24 H 1.42797 0.93383 -3.47588
25 N 2.54712 6.38732 -2.54010
26 C 2.63671 5.80681 -1.33218
27 S 3.27739 6.53101 -0.01652
28 C 2.06027 4.43064 -1.24335
29 C 2.59037 3.52751 -0.33063
30 C 2.02454 2.27412 -0.23286
31 N 0.97817 1.88127 -0.95914
32 C 0.47397 2.74191 -1.83989
33 C 0.97846 4.01999 -2.01538
34 H 2.92650 7.31474 -2.65178
35 H 2.29602 5.87463 -3.36562
36 H 3.42469 3.81639 0.29067
37 H 2.42297 1.54963 0.47206
38 H -0.37121 2.39845 -2.42067
39 H 0.49019 4.68041 -2.71498
40 C -0.77302 2.91332 1.81535
41 C 0.06902 1.79989 2.42383
42 As -0.20833 0.05636 1.59501
43 C -2.06120 -0.33149 2.09790
44 C -2.37473 -0.59031 3.56356
45 C 1.13572 -1.04641 2.51205
46 C 1.11704 -1.12060 4.03344
47 H -0.53902 3.86673 2.28741
48 H -1.83939 2.73527 1.95743
49 H -0.58869 3.01889 0.74665
50 H -0.16088 1.66657 3.48505
51 H 1.13624 2.02479 2.35402
52 H -2.40369 -1.15528 1.46937
53 H -2.58955 0.56072 1.74266
54 H -1.92728 -1.51708 3.91547
55 H -3.45333 -0.68406 3.69320
56 H -2.03637 0.21883 4.21187
57 H 2.07116 -0.57826 2.17950
58 H 1.12556 -2.04123 2.05748
59 H 1.17198 -0.13250 4.48882
60 H 1.97961 -1.68827 4.38405
61 H 0.22814 -1.61489 4.41293

Properties
Lowest unoccupied orbital energy (eV): -3.062
Frontier orbital gap (eV): 7.918
Total charge: +1
HOMO (eV): -10.98

no.,E (Ha)
1,-2154.28010
2,-1362.47982
3,-5945.62397